[1]
DFT (wB97M-V/def2-TZVPD) results for a molecular structure, C16H23IN2OV in a non-equilibrium geometry.

DFT total energy: -2049.9845 Ha
frontier orbital gap (spin up / spin down): 5.9 / 7.8 eV
E_LUMO (spin up / spin down): -0.05 / -0.61 eV
ΔE to the lowest compared entry with this formula, charge and spin: 0.000 eV
E_HOMO (spin up / spin down): -5.92 / -8.36 eV

The geometry in ORCA input format:
```
! wB97M-V def2-TZVPD RIJCOSX def2/J DEFGRID3
* xyz 0 4
C 1.7389 -1.2522 -4.2490
C 0.6506 -2.3259 -4.2621
H 1.4775 -0.4331 -4.9283
H 2.6972 -1.6907 -4.6000
H 1.8949 -0.8625 -3.2421
H -0.2702 -1.9937 -3.7760
H 0.4094 -2.5885 -5.3035
H 1.0024 -3.2321 -3.7686
C 0.3131 3.1697 0.1783
C -0.0408 4.4364 0.6281
C -1.3176 4.6682 1.1623
C -2.1954 3.6032 1.3398
H 1.2841 2.8358 -0.2091
H 0.7087 5.2383 0.5685
H -1.6281 5.6583 1.4484
H -3.1592 3.6564 1.8415
N -0.6033 2.1534 0.2484
C -1.8084 2.3560 0.8667
C -2.5909 1.1667 1.0040
N -1.9808 0.0737 0.4389
C -2.5932 -1.1366 0.5086
C -4.5247 -0.1239 1.6125
C -3.8594 -1.2319 1.0715
H -2.0037 -1.9466 0.0900
H -4.3116 -2.2121 1.0726
C -3.8571 1.0949 1.5999
H -4.2987 2.0104 2.0001
H -5.5310 -0.2142 2.0128
V -0.2115 0.2695 -0.3752
I -0.4424 0.7299 -2.8552
C 1.7286 -2.5440 1.9638
C 2.1396 -1.3687 1.0547
C 2.7944 -0.3202 1.9549
C 3.1616 -1.9210 0.0467
O 1.0695 -0.7593 0.2891
H 2.6580 -2.9647 2.3707
H 1.2378 -3.3647 1.4284
H 1.1292 -2.2397 2.8310
H 3.7167 -0.7534 2.3644
H 3.0441 0.5829 1.3791
H 2.1336 -0.0519 2.7898
H 2.7061 -2.7228 -0.5517
H 3.4955 -1.1080 -0.6113
H 4.0364 -2.3412 0.5668
*
```

Here are the natural (NBO) charges for atoms 1 to 5, given in e: -0.61 -0.61 0.21 0.19 0.21

***

[2]
DFT (wB97M-V/def2-TZVPD) results for a molecular structure, C16H23InO2S4Se2Te2 in a non-equilibrium geometry.

DFT total energy: -7895.7163 Ha
frontier orbital gap: 5.9 eV
E_LUMO: -0.91 eV
ΔE to the lowest compared entry with this formula, charge and spin: 3.615 eV
E_HOMO: -6.83 eV

The geometry in ORCA input format:
```
! wB97M-V def2-TZVPD RIJCOSX def2/J DEFGRID3
* xyz 0 1
In -0.5446 0.7554 -0.4494
C 2.4826 -1.4848 2.2461
C 3.3513 -0.4342 1.5629
S 2.6062 1.2022 1.3605
C 2.5434 1.7679 3.0800
C 1.4072 2.7530 3.3350
S -0.2693 2.1666 2.9975
C -0.2759 0.6647 4.0007
C -1.6341 -0.0271 3.9612
S -2.1551 -0.6621 2.3462
C -1.5341 -2.3624 2.3937
C -0.0432 -2.5521 2.6379
S 0.9711 -1.8451 1.3119
H 2.2023 -1.1501 3.2470
H 3.0703 -2.3970 2.3684
H 3.6076 -0.7530 0.5509
H 4.2925 -0.3437 2.1086
H 3.4846 2.2556 3.3418
H 2.4394 0.9035 3.7357
H 1.5227 3.6366 2.7045
H 1.4757 3.0924 4.3713
H -0.0379 0.9224 5.0374
H 0.4893 -0.0099 3.6219
H -2.4138 0.6609 4.2909
H -1.6342 -0.8613 4.6669
H -1.8179 -2.7700 1.4212
H -2.0865 -2.9223 3.1514
H 0.1612 -3.6200 2.7349
H 0.2476 -2.0841 3.5801
C -2.2358 2.5797 -4.5295
C -1.8073 1.4658 -3.6172
O -1.8967 1.5956 -2.4099
C -1.3234 0.1871 -4.2264
C -1.4789 0.0359 -5.6661
C -0.8248 -1.0111 -6.3645
C 0.0886 -1.8789 -5.6654
C 0.3614 -1.6654 -4.3801
C -0.1976 -0.5376 -3.6086
O 0.2221 -0.3468 -2.4642
H -2.4662 3.4503 -3.9224
H -3.1297 2.2935 -5.0886
H -1.4494 2.8107 -5.2497
H -2.3585 0.4759 -6.1145
H -1.1845 -1.2985 -7.3423
H 0.5086 -2.7225 -6.1952
H 0.9942 -2.3310 -3.8081
Se 1.9199 1.0445 -5.1895
Te 0.3213 1.0523 -6.9319
Te -2.9135 -1.5290 -3.4118
Se -2.7443 -1.2306 -1.0112
*
```

Here are the natural (NBO) charges for atoms 1 to 5, given in e: 0.72 -0.54 -0.54 0.24 -0.55

***

[3]
DFT (wB97M-V/def2-TZVPD) results for a single C16H23N3O3 molecule.

DFT total energy: -1013.5071 Ha
frontier orbital gap: 8.8 eV
E_LUMO: 0.65 eV
ΔE to the lowest compared entry with this formula, charge and spin: 1.418 eV
SMILES: Cc1ccc(NC(=O)CC(=O)NCCN2CCOCC2)cc1
E_HOMO: -8.19 eV

The geometry in ORCA input format:
```
! wB97M-V def2-TZVPD RIJCOSX def2/J DEFGRID3
* xyz 0 1
C -7.4216 -1.5286 -0.7488
C -6.0572 -1.0358 -0.3723
C -5.8249 0.3106 -0.1241
C -4.5659 0.7773 0.2057
C -3.5008 -0.1123 0.2915
C -3.7221 -1.4652 0.0443
C -4.9846 -1.9159 -0.2839
H -5.1413 -2.9684 -0.4727
H -2.8963 -2.1597 0.1099
N -2.2040 0.2809 0.6413
C -1.7046 1.5290 0.7653
O -2.3023 2.5700 0.6072
C -0.2185 1.5127 1.1666
C 0.5659 0.6676 0.1858
O 0.4171 -0.5426 0.1244
N 1.4069 1.3466 -0.6125
H 1.4574 2.3504 -0.5350
C 2.1973 0.7303 -1.6558
H 1.9914 -0.3411 -1.6313
H 1.8733 1.1319 -2.6212
C 3.7019 0.9728 -1.4847
N 4.3679 -0.1082 -0.7850
C 3.9434 -0.2482 0.5987
C 4.6534 -1.4479 1.2253
H 4.4006 -1.5327 2.2834
O 6.0541 -1.3189 1.1604
C 6.4652 -1.1802 -0.1775
H 7.5510 -1.0715 -0.1581
C 5.8135 0.0354 -0.8357
H 6.1276 0.0941 -1.8803
H 6.1473 0.9504 -0.3131
H 6.1955 -2.0822 -0.7470
H 4.3387 -2.3611 0.6991
H 2.8709 -0.4300 0.6309
H 4.1766 0.6612 1.1830
H 3.8577 1.9470 -0.9819
H 4.1578 1.0344 -2.4760
H 0.1368 2.5410 1.2125
H -0.1458 1.0568 2.1559
H -1.5199 -0.4731 0.6680
H -4.4038 1.8253 0.3937
H -6.6444 1.0119 -0.1874
H -8.1926 -0.8578 -0.3777
H -7.5133 -1.5816 -1.8344
H -7.5974 -2.5250 -0.3492
*
```

Here are the natural (NBO) charges for atoms 1 to 5, given in e: -0.62 -0.04 -0.19 -0.26 0.21

***

[4]
DFT (wB97M-V/def2-TZVPD) results for a single C16H23N3O3S2 molecule.

DFT total energy: -1809.8691 Ha
frontier orbital gap: 8.9 eV
E_LUMO: 0.58 eV
ΔE to the lowest compared entry with this formula, charge and spin: 0.621 eV
SMILES: CCCCn1c(SC[C@@H]2CCCO2)nc2cc(S(N)(=O)=O)ccc21
E_HOMO: -8.34 eV

The geometry in ORCA input format:
```
! wB97M-V def2-TZVPD RIJCOSX def2/J DEFGRID3
* xyz 0 1
C -1.0585 -3.4289 1.9037
C -0.2893 -2.9280 0.6877
C -1.2222 -2.6678 -0.4928
C -0.4817 -2.1475 -1.7285
N 0.1471 -0.8772 -1.4824
C -0.4820 0.3367 -1.4398
N 0.3069 1.3343 -1.1392
C 1.5436 0.7748 -0.9649
C 2.7588 1.3628 -0.6374
C 3.8423 0.5215 -0.5323
C 3.7703 -0.8514 -0.7346
C 2.5708 -1.4533 -1.0617
C 1.4612 -0.6288 -1.1717
H 2.5064 -2.5178 -1.2240
H 4.6788 -1.4232 -0.6429
S 5.4134 1.2111 -0.0699
O 6.4745 0.3544 -0.5152
O 5.4539 2.6067 -0.3984
N 5.3312 1.0741 1.6134
H 6.0992 0.5309 1.9734
H 5.2892 1.9796 2.0524
H 2.8681 2.4229 -0.4870
S -2.1768 0.4767 -1.7866
C -2.3869 2.2785 -1.6242
H -2.9996 2.5820 -2.4719
H -1.3895 2.7104 -1.6835
C -3.0814 2.6703 -0.3198
H -3.2445 3.7575 -0.3628
O -4.3620 2.0629 -0.2223
C -4.3753 1.1658 0.8709
C -3.3733 1.7334 1.8737
H -3.0006 0.9807 2.5643
H -3.8334 2.5429 2.4411
C -2.2928 2.2805 0.9421
H -1.7610 3.1310 1.3610
H -1.5641 1.5062 0.7039
H -5.3986 1.1206 1.2467
H -4.0710 0.1618 0.5412
H -1.1915 -2.0226 -2.5524
H 0.2939 -2.8538 -2.0323
H -1.9821 -1.9382 -0.2059
H -1.7345 -3.5917 -0.7659
H 0.2388 -2.0081 0.9490
H 0.4597 -3.6702 0.4022
H -0.3818 -3.6084 2.7352
H -1.7991 -2.6958 2.2158
H -1.5744 -4.3583 1.6732
*
```

Here are the natural (NBO) charges for atoms 1 to 5, given in e: -0.60 -0.40 -0.40 -0.21 -0.40

***

[5]
DFT (wB97M-V/def2-TZVPD) results for a molecular structure, C16H23N4O3PPdS3.

DFT total energy: -2732.2614 Ha
frontier orbital gap (spin up / spin down): 6.4 / 6.6 eV
E_LUMO (spin up / spin down): 2.57 / 2.56 eV
ΔE to the lowest compared entry with this formula, charge and spin: 0.466 eV
E_HOMO (spin up / spin down): -3.84 / -4.04 eV

The geometry in ORCA input format:
```
! wB97M-V def2-TZVPD RIJCOSX def2/J DEFGRID3
* xyz -1 2
Pd 0.7216 -0.5500 0.5009
C -5.4948 -0.2403 -1.5629
C -4.7836 -1.5486 -1.2832
O -3.8892 -1.3944 -0.1798
P -2.2941 -1.3808 -0.4539
S -1.5390 -1.0411 1.3702
S -1.6612 -2.9049 -1.4889
O -2.2230 -0.0143 -1.3349
C -1.1693 0.1897 -2.2894
C -1.3315 1.5779 -2.8650
H -6.2066 -0.3645 -2.3825
H -4.7705 0.5266 -1.8364
H -6.0388 0.0956 -0.6787
H -4.2364 -1.9015 -2.1604
H -5.4950 -2.3283 -1.0028
H -1.2477 -0.5762 -3.0630
H -0.1996 0.0772 -1.7980
H -2.3092 1.6878 -3.3398
H -0.5575 1.7589 -3.6125
H -1.2302 2.3368 -2.0889
O 2.6049 -0.4157 -0.5541
C 3.6100 -1.2018 -0.4326
C 4.4246 -1.4870 -1.5671
C 5.5373 -2.2907 -1.4974
C 5.9295 -2.8782 -0.2908
C 5.1649 -2.6223 0.8313
C 4.0332 -1.8041 0.7936
C 3.3212 -1.5476 2.0450
N 2.0227 -1.4527 2.2448
C 1.8413 -1.2287 3.5862
C 3.0434 -1.1939 4.2210
N 3.9786 -1.3979 3.2303
H 4.1191 -1.0369 -2.5038
H 6.1131 -2.4779 -2.3980
H 6.7919 -3.5297 -0.2384
H 5.4320 -3.0934 1.7733
H 0.8544 -1.1112 4.0019
H 3.3148 -1.0432 5.2506
H 4.9774 -1.3685 3.3235
S 0.9099 2.0749 0.2862
C -0.5938 2.7312 0.5613
N -1.6966 2.0776 0.9332
C -2.8686 2.9275 0.9068
C -2.2262 4.3167 1.0003
N -0.9290 4.0559 0.3864
H -1.7143 1.0534 1.0079
H -3.5415 2.7124 1.7350
H -3.4157 2.8041 -0.0340
H -2.1224 4.6277 2.0466
H -2.7855 5.0761 0.4560
H -0.1747 4.7184 0.4449
*
```

Here are the natural (NBO) charges for atoms 1 to 5, given in e: 0.62 -0.63 -0.07 -0.84 1.64

***

[6]
DFT (wB97M-V/def2-TZVPD) results for a single C16H23N5O3 molecule.

DFT total energy: -1122.9990 Ha
frontier orbital gap: 9.0 eV
E_LUMO: 0.52 eV
ΔE to the lowest compared entry with this formula, charge and spin: 2.453 eV
SMILES: COc1cc(CNc2ncn[nH]2)ccc1OCC(=O)NC(C)(C)C
E_HOMO: -8.44 eV

The geometry in ORCA input format:
```
! wB97M-V def2-TZVPD RIJCOSX def2/J DEFGRID3
* xyz 0 1
C 3.8632 0.6759 -1.7570
H 4.7857 0.1130 -1.6257
O 2.8391 -0.1288 -1.2004
C 1.5701 0.4110 -1.2176
C 0.5727 -0.2835 -1.8848
C -0.7463 0.1446 -1.8507
C -1.0542 1.2999 -1.1469
C -0.0728 2.0005 -0.4719
C 1.2458 1.5679 -0.4926
O 2.2659 2.2019 0.1866
C 1.9505 2.6689 1.4842
H 1.2650 3.5223 1.4692
H 2.9007 2.9948 1.9167
C 1.3422 1.5495 2.3474
O 0.4612 1.7719 3.1512
N 1.8989 0.3551 2.0926
H 2.5932 0.3158 1.3593
C 1.4053 -0.9384 2.5640
C 1.4435 -0.9705 4.0926
H 1.0780 -1.9269 4.4562
H 2.4611 -0.8252 4.4477
H 0.8190 -0.1768 4.4918
C 2.3279 -2.0053 1.9779
H 2.3345 -1.9470 0.8910
H 1.9878 -2.9949 2.2702
H 3.3443 -1.8702 2.3415
C -0.0275 -1.1381 2.0587
H -0.6666 -0.3524 2.4526
H -0.0507 -1.0961 0.9708
H -0.4103 -2.1009 2.3863
H -0.3410 2.8816 0.0883
H -2.0754 1.6465 -1.1180
C -1.8273 -0.6292 -2.5560
N -3.0178 -0.7142 -1.7372
C -4.2416 -0.6729 -2.3098
N -4.5127 -0.3271 -3.5541
C -5.8624 -0.3802 -3.6071
N -6.4412 -0.7343 -2.4928
N -5.3981 -0.9290 -1.6472
H -5.5567 -1.1927 -0.6895
H -6.4105 -0.1516 -4.4974
H -2.9303 -1.1875 -0.8516
H -1.4572 -1.6273 -2.8269
H -2.1289 -0.1172 -3.4744
H 0.8479 -1.1844 -2.4126
H 3.6853 0.8419 -2.8244
H 3.9405 1.6397 -1.2501
*
```

Here are the natural (NBO) charges for atoms 1 to 5, given in e: -0.25 0.19 -0.53 0.23 -0.24